This record from the Open Molecules 2025 dataset describes a single C6H5F3NO2PS molecule. The level of theory is ωB97M-V/def2-TZVPD.

Positions of all 19 atoms, in Å:
O1 3.56 -1.98 -0.41
F1 2.87 -1.29 -2.64
C1 -0.57 -0.12 -0.05
S1 2.58 -1.16 -1.01
C2 -1.12 2.05 0.60
F2 -1.16 -1.84 -1.95
H1 -0.50 1.47 -1.41
F3 0.15 -0.15 -2.72
H2 -1.00 3.10 0.61
O2 1.08 -2.21 -1.24
H3 -1.41 0.05 3.27
C3 -0.71 1.19 -0.40
C4 -1.41 1.61 1.86
H4 -0.81 -1.76 1.35
H5 -1.58 2.35 2.74
P1 0.08 -1.04 -1.40
C5 -1.23 0.25 2.20
C6 -0.88 -0.64 1.18
N1 2.05 0.11 -0.59

Computed properties:
2S+1 ... 3
E ... -40159.5965 eV
Frontier orbital gap (spin up / spin down) ... 6.2 / 6.5 eV


This record from the Open Molecules 2025 dataset describes 2 unconnected molecules or ions with the total composition C4H9NO. The level of theory is ωB97M-V/def2-TZVPD.

Positions of all 15 atoms, in Å:
H1 -0.75 -0.88 1.74
H2 2.76 0.30 1.12
C1 1.73 -0.06 1.05
C2 -0.36 -0.08 -0.16
H3 2.25 2.01 -2.60
H4 2.47 0.76 -1.67
N1 1.11 0.02 -0.10
H5 -3.42 -0.16 1.23
C3 -1.24 -0.41 0.79
H6 -0.69 -0.06 -1.22
H7 1.48 -0.54 2.00
H8 -2.89 -1.63 0.20
H9 -2.68 -0.02 -0.50
C4 -2.66 -0.60 0.44
O1 2.89 1.34 -2.31

Computed properties:
2S+1 ... 2
Energy above the lowest of the compared OMol25 structures with the same formula, charge and spin ... 76.0 kcal/mol
E ... -7820.0004 eV
Frontier orbital gap (spin up / spin down) ... 8.1 / 5.2 eV
Charge ... +1


This record from the Open Molecules 2025 dataset describes a molecular structure, C21H18F6IN6O4RhS5Se. The level of theory is ωB97M-V/def2-TZVPD.

Positions of all 63 atoms, in Å:
N1 1.52 -1.19 -1.06
S1 -3.34 0.87 -1.36
H1 1.56 6.48 2.16
C1 4.87 -5.07 0.18
C2 0.37 6.07 3.90
C3 0.85 5.80 2.62
C4 -0.50 3.82 2.54
C5 1.86 -0.93 2.92
F1 -3.28 -1.17 -5.40
O1 -2.83 -1.97 -2.65
N2 1.46 -4.86 -1.23
C6 0.83 -5.11 -2.42
S2 -2.18 -0.78 -3.09
C7 0.19 1.05 2.00
C8 -0.99 4.09 3.81
N3 0.86 -3.99 -0.37
H2 2.46 -1.77 3.26
H3 2.72 -1.56 -2.61
Rh1 -0.32 -0.38 -0.68
O2 -2.27 0.46 -0.43
F2 -2.16 3.20 -1.81
H4 1.66 -2.00 -0.45
H5 4.44 -8.30 -0.72
H6 1.22 -1.06 -3.02
H7 -1.71 3.42 4.26
F3 -1.25 -1.90 -5.20
H8 0.91 2.21 3.64
C9 0.99 1.27 3.13
H9 0.70 6.95 4.43
O3 -0.76 -0.60 -2.71
N4 1.74 -1.67 -2.40
Se1 -1.15 2.32 1.53
H10 2.17 -0.43 -0.83
C10 -0.55 5.21 4.49
F4 -1.62 0.22 -5.47
N5 0.30 -0.10 1.30
S3 -1.24 -2.43 0.06
I1 0.98 1.88 -1.49
H11 6.11 -6.81 0.33
C11 5.16 -6.41 0.00
H12 2.26 -7.40 -1.46
N6 -2.96 0.56 -2.86
S4 1.33 -6.01 -3.70
H13 -0.93 5.43 5.48
S5 -0.67 -4.22 -2.39
C12 -0.27 -3.56 -0.84
H14 0.78 4.46 0.94
O4 -4.65 0.53 -0.94
C13 3.65 -4.56 -0.24
C14 2.72 -5.40 -0.83
C15 1.07 -1.08 1.81
C16 -2.08 -0.90 -4.93
C17 0.41 4.68 1.94
H15 3.41 -3.51 -0.10
H16 2.47 0.47 4.44
C18 -3.34 2.72 -1.46
H17 5.59 -4.41 0.64
C19 3.00 -6.75 -1.00
H18 1.01 -2.04 1.32
C20 1.85 0.29 3.58
F5 -3.69 3.20 -0.27
C21 4.22 -7.25 -0.58
F6 -4.25 3.08 -2.35

Computed properties:
Energy above the lowest of the compared OMol25 structures with the same formula, charge and spin ... 6.4 kcal/mol
E ... -186135.5117 eV
Frontier orbital gap ... 7.0 eV


This record from the Open Molecules 2025 dataset describes a molecular structure, C4H3NS. The level of theory is ωB97M-V/def2-TZVPD.

Positions of all 9 atoms, in Å:
H1 -1.73 -0.84 0.79
C1 2.36 1.59 0.01
H2 -1.74 0.82 0.16
S1 1.08 -1.72 0.00
C2 0.11 -0.20 -0.01
N1 0.86 0.83 -0.01
C3 2.19 0.29 0.00
H3 -1.75 -0.57 -0.95
C4 -1.37 -0.19 0.00

Computed properties:
Energy above the lowest of the compared OMol25 structures with the same formula, charge and spin ... 140.5 kcal/mol
E ... -16514.1555 eV
Frontier orbital gap ... 6.8 eV